Below is 2 unconnected molecules or ions with the total composition C10H16O at a distorted geometry, with properties calculated with ωB97M-V/def2-TZVPD.

Output
- Energy above the lowest of the compared OMol25 structures with the same formula, charge and spin: 64.81 kcal/mol
- Molar mass: 152.2 u
- E_LUMO: 0.85 eV
- HOMO-LUMO gap: 9.338 eV
- Maximum force: 4.21 eV Å⁻¹
- SMILES: CCc1ccc(O)cc1.CC

Structure (XYZ):
```
27
Properties=species:S:1:pos:R:3:forces:R:3
C 2.7702 2.0351 -1.2157 -2.235 -3.546 -0.366
C 1.2885 2.1190 -0.7018 0.575 -0.151 -2.467
C 0.8635 0.6754 -0.3499 0.689 0.854 1.247
C 0.0820 -0.1244 -1.0946 -1.440 -0.660 -2.400
C -0.2483 -1.4513 -0.8221 0.872 -0.762 0.148
C 0.3024 -1.9213 0.3565 -0.394 -0.703 2.260
O 0.1076 -3.1341 0.9654 0.453 -0.902 -0.482
C 1.1149 -1.1838 1.2633 -0.522 0.547 -2.936
C 1.4632 0.0349 0.7833 -0.116 2.132 -0.494
H 2.7006 1.8658 -2.3374 0.522 -0.534 1.452
H 3.2451 1.2010 -0.5848 -0.073 1.344 -1.544
H 3.2206 2.9313 -1.1138 1.845 2.895 0.628
H 1.1986 2.9000 0.0107 0.052 -0.081 1.810
H 0.7593 2.7044 -1.5223 -0.148 -1.673 0.513
H -0.3004 0.0987 -2.0828 0.024 1.142 0.024
H -0.7307 -2.0316 -1.6653 0.414 0.401 1.676
H -0.7807 -3.4261 0.8903 -1.234 -0.507 -0.415
H 1.4872 -1.6547 2.1451 0.186 -0.126 0.297
H 2.2229 0.6420 1.2097 0.505 0.335 1.059
C -3.3253 0.9131 -0.3243 -2.490 -0.838 1.374
C -3.2867 1.2017 1.2113 0.961 -4.038 -0.527
H -2.8333 1.6465 -0.8703 1.086 1.271 -1.073
H -2.8952 -0.0808 -0.5605 -0.463 0.610 0.102
H -4.4284 0.9718 -0.6036 1.429 -0.334 -0.155
H -2.4421 0.4794 1.5998 -1.431 1.933 -0.113
H -4.2319 0.8270 1.6317 0.376 0.065 0.108
H -3.1982 2.2071 1.4952 0.555 1.327 0.271
```
Forces are in eV/Å.

=====

Below is 2 unconnected molecules or ions with the total composition C10H16O at a distorted geometry, with properties calculated with ωB97M-V/def2-TZVPD.

Output
- Energy above the lowest of the compared OMol25 structures with the same formula, charge and spin: 38.96 kcal/mol
- Molar mass: 152.2 u
- E_LUMO: 0.87 eV
- HOMO-LUMO gap: 9.107 eV
- Maximum force: 2.58 eV Å⁻¹
- SMILES: Cc1ccc(O)cc1.CCC

Structure (XYZ):
```
27
Properties=species:S:1:pos:R:3:forces:R:3
C -2.3212 -0.9040 2.3489 0.076 0.553 0.478
C -0.9456 -1.0838 1.7647 0.586 -0.596 1.010
C -0.3722 -2.3482 1.6015 -0.646 0.377 0.430
C 0.9044 -2.4787 1.0886 -0.743 0.099 -0.438
C 1.5524 -1.3185 0.6900 0.984 0.372 -0.367
O 2.5221 -1.4925 -0.2560 0.407 -0.940 0.106
C 1.2054 -0.0582 1.1731 -0.615 -1.707 -0.071
C -0.0644 -0.0179 1.7526 -0.130 1.865 -1.071
H -2.1397 -0.4941 3.3480 -0.470 -0.068 0.057
H -2.9340 -1.7977 2.4526 0.324 -0.224 -0.111
H -2.9363 -0.1728 1.8205 0.186 0.026 -0.158
H -0.9904 -3.1491 1.9943 0.330 -0.475 -0.529
H 1.3235 -3.4340 0.8235 0.113 -0.139 0.012
H 3.1119 -0.7567 -0.4076 -0.094 0.533 0.283
H 1.9017 0.7507 1.0115 -0.361 0.399 0.106
H -0.4573 0.9692 1.9944 0.064 -0.100 0.283
C -1.1868 1.8638 -2.1531 -0.304 2.050 1.532
C 0.3039 2.2047 -2.0220 0.249 -0.968 -0.558
C 1.1095 0.9077 -2.1888 0.330 0.197 0.612
H -1.6093 1.8482 -1.1437 0.113 -0.837 0.138
H -1.4183 0.9412 -2.6666 0.010 0.078 -0.309
H -1.7429 2.7493 -2.4849 0.017 -0.401 -0.875
H 0.6394 2.9132 -2.7770 -0.145 -0.050 -0.361
H 0.5936 2.7156 -1.1027 -0.504 -0.260 0.323
H 1.2735 0.6800 -3.2268 0.487 0.152 -0.532
H 2.0313 0.9604 -1.6103 0.387 0.067 -0.469
H 0.6459 0.0020 -1.8249 -0.652 -0.005 0.479
```
Forces are in eV/Å.

=====

Below is 2 unconnected molecules or ions with the total composition C10H16O at a distorted geometry, with properties calculated with ωB97M-V/def2-TZVPD.

Output
- Energy above the lowest of the compared OMol25 structures with the same formula, charge and spin: 77.36 kcal/mol
- Molar mass: 152.2 u
- E_LUMO: 0.80 eV
- HOMO-LUMO gap: 9.007 eV
- Maximum force: 7.19 eV Å⁻¹
- SMILES: CCc1ccc(O)cc1.CC

Structure (XYZ):
```
27
Properties=species:S:1:pos:R:3:forces:R:3
C 2.8364 0.8325 1.6179 -0.907 0.554 -3.352
C 2.5711 -0.3144 0.5297 -0.053 1.138 3.417
C 1.3326 0.0343 -0.2047 2.247 3.270 -0.554
C 0.3138 -0.8176 -0.3996 0.090 -0.773 0.625
C -0.8483 -0.5243 -1.0972 0.777 -0.194 1.399
C -0.8587 0.7269 -1.6897 -0.867 -1.853 -0.616
O -1.9119 1.2140 -2.3732 -1.946 0.316 -0.983
C 0.2777 1.5067 -1.7407 1.701 2.036 2.104
C 1.3649 1.3666 -0.8016 -4.982 -4.432 -2.679
H 3.0044 0.5179 2.5481 0.795 -1.946 3.660
H 2.1088 1.6145 1.7751 -0.719 0.065 -0.655
H 3.7119 1.3099 1.3103 1.522 1.094 -0.313
H 3.3959 -0.1645 -0.1804 0.060 -1.233 0.479
H 2.5250 -1.1921 1.2787 0.231 0.492 -2.335
H 0.4990 -1.7332 0.1481 -0.674 -0.450 -0.270
H -1.5831 -1.2887 -0.8506 -0.784 0.680 -1.101
H -2.7121 0.6393 -2.4799 1.533 0.372 0.516
H 0.1859 2.4267 -2.3270 0.087 -0.301 0.131
H 2.1063 2.0739 -0.8663 1.900 1.211 0.475
C -1.9903 -2.4479 2.0528 2.395 2.782 0.078
C -2.4558 -1.0164 2.5294 2.058 0.292 0.633
H -2.8934 -3.0283 2.2087 0.590 -0.911 -0.388
H -1.6189 -2.2543 0.9974 -0.860 -1.124 1.046
H -1.0004 -2.7129 2.6539 -2.468 0.005 -1.036
H -1.6227 -0.1898 2.4463 -1.486 -1.720 0.332
H -2.7756 -1.1641 3.5744 0.179 0.637 -0.255
H -3.2964 -0.6446 1.9716 -0.420 -0.009 -0.358
```
Forces are in eV/Å.

=====

Below is 2 unconnected molecules or ions with the total composition C10H16O at a distorted geometry, with properties calculated with ωB97M-V/def2-TZVPD.

Output
- Energy above the lowest of the compared OMol25 structures with the same formula, charge and spin: 34.79 kcal/mol
- Molar mass: 152.2 u
- E_LUMO: 0.87 eV
- HOMO-LUMO gap: 9.239 eV
- Maximum force: 3.37 eV Å⁻¹
- SMILES: Cc1ccc(O)cc1.CCC

Structure (XYZ):
```
27
Properties=species:S:1:pos:R:3:forces:R:3
C 1.6500 -2.1509 0.1315 -2.913 -0.839 0.541
C 0.8119 -1.1890 -0.6640 1.476 0.080 -1.150
C -0.5288 -1.0421 -0.4523 -0.610 0.419 -0.019
C -1.2942 -0.1598 -1.1898 -0.897 0.795 -0.112
C -0.6711 0.6124 -2.1737 -0.926 -0.550 0.515
O -1.3752 1.4964 -2.9162 0.449 0.526 -0.630
C 0.6735 0.4818 -2.4187 0.439 0.064 -0.065
C 1.4187 -0.4026 -1.6645 -1.264 -0.225 0.554
H 1.5941 -1.8239 1.1713 -0.253 -0.736 0.291
H 2.6247 -2.0259 -0.1062 3.208 0.271 -0.985
H 1.3932 -3.2431 -0.0597 0.080 1.395 0.617
H -0.9698 -1.5630 0.3596 -0.499 -0.599 0.529
H -2.3888 0.0215 -0.9779 1.312 -0.401 -0.195
H -2.2921 1.4718 -2.6719 -0.641 -0.035 0.200
H 1.1226 1.0888 -3.1914 0.067 0.041 -0.023
H 2.4597 -0.4514 -1.8426 0.966 -0.251 -0.098
C 0.8126 1.0649 3.7433 -0.954 -0.155 0.421
C -0.0419 0.7994 2.5176 0.252 0.460 -0.180
C -1.3163 0.1872 3.0282 -0.057 1.541 0.648
H 1.8334 0.8610 3.5425 1.095 -0.147 0.121
H 0.7077 2.1021 4.0506 0.043 -0.002 0.380
H 0.3822 0.3681 4.5111 1.278 0.972 -0.139
H 0.4382 0.0553 1.8890 0.216 0.213 -0.319
H -0.2027 1.7442 1.9556 0.079 -0.765 0.008
H -1.7290 -0.4620 2.3262 -0.999 -1.230 -0.984
H -2.0326 0.9715 3.2755 -0.212 -0.124 0.086
H -1.0264 -0.2933 3.9524 -0.737 -0.717 -0.011
```
Forces are in eV/Å.

=====

Below is 2 unconnected molecules or ions with the total composition C10H16O at a distorted geometry, with properties calculated with ωB97M-V/def2-TZVPD.

Output
- Energy above the lowest of the compared OMol25 structures with the same formula, charge and spin: 40.91 kcal/mol
- Molar mass: 152.2 u
- E_LUMO: 0.83 eV
- HOMO-LUMO gap: 9.255 eV
- Maximum force: 3.07 eV Å⁻¹
- SMILES: CCc1ccc(O)cc1.CC

Structure (XYZ):
```
27
Properties=species:S:1:pos:R:3:forces:R:3
C -1.8042 0.7440 0.6921 -0.195 1.411 -1.510
C -1.0451 -0.3082 1.4066 0.179 -1.568 2.634
C -0.4855 -1.4272 0.5711 1.028 1.046 0.368
C 0.8313 -1.2694 0.0588 -0.802 -0.833 -0.964
C 1.2432 -2.0736 -0.9944 -0.112 -0.005 -0.576
C 0.4493 -3.1393 -1.4550 0.544 -0.686 1.239
O 0.7948 -4.0260 -2.4296 -0.058 -0.009 -0.399
C -0.6306 -3.4828 -0.6836 -2.291 0.991 1.349
C -1.1787 -2.5725 0.2728 1.171 -0.678 -1.648
H -2.3349 1.4839 1.2940 -0.156 -0.497 0.470
H -2.5075 0.2623 0.0055 -0.150 0.131 0.168
H -1.2031 1.4087 0.0540 0.171 -0.541 0.027
H -0.2523 0.0009 2.1053 0.066 0.695 -0.587
H -1.7149 -0.7621 2.1632 -0.159 -0.014 -0.464
H 1.5445 -0.5384 0.4105 -0.364 0.423 0.102
H 2.1479 -1.8408 -1.5473 0.193 -0.083 0.257
H 1.6618 -3.8613 -2.8042 0.153 0.288 0.083
H -1.2917 -4.3378 -0.7547 0.650 -0.404 -0.884
H -2.1600 -2.8277 0.6440 -0.013 0.284 0.376
C 1.0780 3.9354 0.7758 -0.481 0.047 -0.784
C 0.8789 3.1890 -0.5915 1.573 0.608 1.914
H 2.1208 3.9025 1.0776 -0.092 0.123 0.333
H 0.7124 4.9593 0.7143 0.452 0.229 -0.109
H 0.4198 3.5055 1.5201 0.180 -0.346 0.388
H 0.5267 2.2155 -0.2749 -0.766 -0.068 -0.962
H 1.8720 2.9951 -1.0026 -0.150 0.212 -0.350
H 0.3272 3.8649 -1.2280 -0.572 -0.756 -0.470
```
Forces are in eV/Å.

=====

Below is 2 unconnected molecules or ions with the total composition C10H16O at a distorted geometry, with properties calculated with ωB97M-V/def2-TZVPD.

Output
- Energy above the lowest of the compared OMol25 structures with the same formula, charge and spin: 33.83 kcal/mol
- Molar mass: 152.2 u
- E_LUMO: 0.75 eV
- HOMO-LUMO gap: 9.186 eV
- Maximum force: 2.31 eV Å⁻¹
- SMILES: Cc1ccc(O)cc1.CCC

Structure (XYZ):
```
27
Properties=species:S:1:pos:R:3:forces:R:3
C 0.1203 2.9371 2.6380 1.223 -1.197 -0.681
C 1.0104 1.9228 1.8983 -0.419 -0.105 0.025
C 0.4176 1.0418 0.9992 0.119 0.095 0.313
C 1.1360 -0.0065 0.4001 -0.931 0.048 -0.060
C 2.4728 -0.1654 0.6311 1.548 0.828 1.501
O 3.3145 -1.1258 0.1357 -0.738 -0.016 -0.126
C 3.0849 0.7055 1.5482 -0.326 -0.264 0.953
C 2.3695 1.7292 2.1571 0.323 0.170 -0.774
H 0.6255 3.9041 2.5776 -0.681 0.157 0.155
H -0.0054 2.6074 3.6700 0.152 0.258 0.085
H -0.8523 2.8420 2.1647 -0.139 0.782 0.002
H -0.6478 1.2029 0.8055 0.331 -0.474 -0.108
H 0.5917 -0.7787 -0.1096 -0.174 -0.078 -0.623
H 2.8257 -1.6091 -0.5305 -0.001 -0.377 -0.278
H 4.0201 0.4284 2.0494 0.104 0.281 -1.001
H 2.9740 2.4459 2.7020 -0.377 -0.118 0.627
C -1.7517 -2.8183 -1.9366 1.034 -0.146 -0.331
C -1.8060 -1.2981 -1.6701 -0.476 -0.771 -1.127
C -2.8330 -0.6714 -2.6400 0.870 0.196 -0.265
H -0.8947 -3.2649 -1.4197 0.079 0.092 -0.111
H -2.5708 -3.4819 -1.6705 -0.579 0.562 0.122
H -1.5837 -2.9336 -3.0209 0.019 -0.223 0.385
H -2.0413 -1.1250 -0.6201 0.237 0.409 -0.061
H -0.8207 -0.9246 -1.9787 -0.117 0.077 0.633
H -3.8120 -0.6642 -2.1812 -0.393 -0.048 -0.362
H -2.5694 0.3270 -3.0134 -0.094 0.132 0.770
H -2.7743 -1.2267 -3.5857 -0.592 -0.268 0.336
```
Forces are in eV/Å.